Below is a molecular structure, C46H67N10ORuS in a non-equilibrium geometry, with properties calculated with ωB97M-V/def2-TZVPD.

Results
**Molecular weight**: 909.2 g/mol
**E**: -2908.296063 hartree
**E_HOMO (alpha / beta)**: -0.4381 / -0.4375 Ha

```
! wB97M-V def2-TZVPD RIJCOSX def2/J DEFGRID3
* xyz 2 6
Ru -0.64694 0.59803 0.85248
N -1.47564 2.05013 2.95368
C -2.88024 1.84793 3.31058
C -3.73154 1.95983 2.04708
N -3.17004 1.07263 1.03228
H -0.88364 1.83713 3.75128
H -1.32194 3.03043 2.72618
H -3.23424 2.57523 4.05288
H -2.97184 0.84493 3.73478
H -3.71204 2.99443 1.69298
H -4.77164 1.70053 2.28498
H -3.62294 1.22823 0.13638
H -3.36204 0.11883 1.32788
C 1.12256 2.99893 1.27528
N 2.19956 2.48933 2.08138
C 3.39196 3.31693 2.00158
C 2.19196 1.28883 2.71208
N 1.22566 0.41973 2.53478
C 1.19586 -0.87817 3.07838
C 2.25576 -1.49377 3.75748
C 2.23236 -2.81207 4.16348
C 1.14696 -3.61297 3.85008
C 0.06426 -3.03627 3.22978
C 0.02566 -1.66887 2.90818
N -1.17714 -1.16907 2.43838
C -2.28494 -1.63417 2.98588
N -3.40864 -1.76357 2.22868
C -3.31344 -2.29057 0.87828
C -4.74954 -1.61827 2.75738
N -2.40834 -1.90637 4.31728
C -1.52744 -1.33547 5.30758
C -3.15814 -3.04837 4.80358
N 3.25416 1.07883 3.61618
C 3.17096 1.73333 4.90378
C 4.58956 0.78333 3.14028
H 0.68816 3.88123 1.75408
H 0.34256 2.22643 1.15058
H 1.49906 3.28633 0.29128
H 3.09886 4.28403 1.59848
H 4.12896 2.87273 1.32648
H 3.85406 3.48953 2.97048
H 3.13726 -0.93017 3.97798
H 3.07716 -3.21787 4.69728
H 1.14406 -4.66097 4.10058
H -0.79624 -3.64377 2.98378
H -2.62114 -3.13077 0.84688
H -2.95024 -1.54827 0.16258
H -4.29794 -2.63487 0.57618
H -4.72164 -1.09437 3.70928
H -5.25234 -2.57957 2.89348
H -5.34774 -1.02977 2.05638
H -1.12094 -0.39797 4.93888
H -0.70014 -2.00587 5.55618
H -2.10734 -1.15177 6.21378
H -3.48854 -3.67727 3.98298
H -4.02364 -2.74267 5.39378
H -2.50724 -3.64777 5.44298
H 2.12876 1.79133 5.21018
H 3.59636 2.74523 4.91628
H 3.71546 1.13373 5.63448
H 4.52546 0.32723 2.15498
H 5.05946 0.07113 3.82328
H 5.24066 1.66133 3.09158
C 4.05146 1.64563 -5.04272
C 4.32506 0.76323 -3.82212
C 5.55136 1.32133 -3.08282
C 4.61206 -0.66587 -4.30182
C 3.17716 0.74293 -2.83042
C 3.26146 -0.04507 -1.67532
C 2.25966 0.02873 -0.72852
N 1.21116 0.83303 -0.83712
C 1.05766 1.55193 -1.95942
C 2.02486 1.50963 -2.96992
C -0.15134 2.39563 -2.03102
C -0.48704 3.15003 -3.16052
C -1.60184 3.98063 -3.17022
C -2.33944 4.03173 -1.98322
C -1.96124 3.25373 -0.91112
N -0.91524 2.43413 -0.92362
C -2.01734 4.83293 -4.35352
C -3.44804 4.45133 -4.76102
C -1.98214 6.30813 -3.92492
C -1.10494 4.66613 -5.57102
H 4.91036 1.60873 -5.70742
H 3.89786 2.68553 -4.76232
H 3.18786 1.29513 -5.60192
H 6.40326 1.35253 -3.75482
H 5.81436 0.70463 -2.22892
H 5.35616 2.33003 -2.72562
H 5.43326 -0.65287 -5.01192
H 3.73876 -1.08687 -4.79372
H 4.88916 -1.32067 -3.48122
H 4.09516 -0.70817 -1.50162
H 2.29376 -0.57987 0.16838
H 1.88236 2.09983 -3.85912
H 0.12816 3.08853 -4.04092
H -3.20114 4.67013 -1.88622
H -2.51154 3.31763 0.01838
H -4.15294 4.60093 -3.94812
H -3.49494 3.40863 -5.06662
H -3.75914 5.07053 -5.59782
H -2.67944 6.51063 -3.11792
H -2.25144 6.93933 -4.76702
H -0.98454 6.58773 -3.59402
H -1.09344 3.63743 -5.92392
H -0.08894 4.98733 -5.35202
H -1.47834 5.28823 -6.38132
C 0.08566 -8.89287 -2.20912
C -0.70254 -8.37137 -3.34282
O -0.48534 -8.40537 -4.49922
S -2.33374 -7.55807 -2.81182
C -1.70944 -5.96917 -2.31282
C -1.14844 -5.77837 -1.05462
C -0.77894 -4.51187 -0.65632
C -0.94774 -3.41887 -1.51832
C -1.48084 -3.63477 -2.79422
C -1.87834 -4.89607 -3.18062
C -0.73744 -2.10817 -1.04002
C -0.75974 -0.98887 -0.54612
H 0.97346 -9.40407 -2.57492
H -0.52104 -9.57997 -1.62302
H 0.38336 -8.07137 -1.56232
H -1.05864 -6.60897 -0.37132
H -0.37404 -4.34717 0.33178
H -1.60634 -2.79527 -3.45972
H -2.33344 -5.06017 -4.14452
*
```

---

Below is 10 unconnected molecules or ions with the total composition C46H68BN12O2 in a non-equilibrium geometry, with properties calculated with ωB97M-V/def2-TZVPD.

Results
**Molecular weight**: 831.9 g/mol
**E**: -2625.542388 hartree
**E_HOMO**: -0.3409 Ha

```
! wB97M-V def2-TZVPD RIJCOSX def2/J DEFGRID3
* xyz 1 1
C -1.96798 -2.82984 -2.95143
O -3.21581 -2.05212 -2.71787
B -3.86667 -1.80539 -4.02146
O -4.51716 -2.96814 -4.71756
C -3.90066 -0.34928 -4.81989
C -3.22658 -0.68600 -6.29557
C -1.65459 -0.26738 -5.90700
C -0.54128 -0.49066 -7.09015
C -0.80024 0.39926 -8.44393
N 0.52464 0.83578 -9.08368
N -1.88605 1.12177 -5.34184
C -0.80547 1.80593 -4.53603
C 0.47852 2.34270 -5.40125
C 1.96333 2.25602 -4.63876
N 0.44343 2.87289 -6.67441
C -2.95919 0.87958 -4.25893
H -2.10575 -3.59617 -3.84832
H -1.09886 -2.05981 -3.15295
H -1.67283 -3.46828 -1.99252
H -3.77998 -3.31344 -5.32214
H -5.04130 0.00027 -4.83089
H -3.41275 -1.73543 -6.78129
H -3.49685 0.20221 -7.03999
H -1.18421 -0.85363 -5.00053
H 0.53277 -0.35206 -6.61616
H -0.60393 -1.63104 -7.42507
H -1.48825 1.30098 -8.15563
H -1.36387 -0.24838 -9.23904
H 1.31957 0.62869 -8.42490
H 0.42692 1.87933 -9.19313
H -2.21960 1.76933 -6.08867
H -0.44703 1.04468 -3.69693
H -1.31168 2.77654 -4.05944
H 1.77938 2.76471 -3.57743
H 2.21086 1.12027 -4.48496
H 2.80136 2.85499 -5.21356
H -0.56071 2.88091 -6.97453
H -2.50243 0.40823 -3.27140
H -3.45033 1.88464 -3.91596
N -1.69452 -4.60924 1.92390
C -1.97542 -3.50838 1.15726
C -0.87664 -2.67885 1.18489
C 0.10365 -3.30425 1.99183
C -0.42683 -4.49596 2.43267
H -2.32377 -5.38436 2.08780
H -2.93114 -3.40905 0.66032
H -0.79000 -1.72676 0.67760
H 1.09057 -2.92632 2.22561
H -0.01235 -5.27036 3.06423
N -2.88888 0.68449 3.52999
C -2.11977 -0.10958 2.71976
C -1.13043 0.67484 2.17013
C -1.30550 1.98692 2.67115
C -2.39665 1.96356 3.51066
H -3.69320 0.37492 4.05996
H -2.34266 -1.16164 2.60275
H -0.36456 0.33814 1.48353
H -0.70035 2.85520 2.44450
H -2.86450 2.74584 4.09336
N 1.98392 3.25692 4.28098
C 3.07324 4.08860 4.26564
C 3.98385 3.58073 3.36616
C 3.42137 2.40455 2.81530
C 2.18503 2.22997 3.39576
H 1.16016 3.38190 4.85495
H 3.10776 4.96736 4.89555
H 4.94848 4.01155 3.13118
H 3.86961 1.75520 2.07442
H 1.43375 1.46420 3.25600
N -4.55068 -8.27715 -0.53088
C -4.19192 -7.98811 -1.82173
C -3.36913 -6.88419 -1.79780
C -3.22175 -6.49741 -0.44431
C -3.95953 -7.37649 0.31650
H -5.15610 -9.03672 -0.24777
H -4.55311 -8.59012 -2.64473
H -2.92229 -6.40953 -2.66172
H -2.63954 -5.66741 -0.06535
H -4.11511 -7.43725 1.38536
N 4.84414 6.53396 -2.53031
C 3.73120 5.96584 -1.96717
C 2.85160 5.65741 -2.98076
C 3.45793 6.04790 -4.19860
C 4.68869 6.58334 -3.89123
H 5.65384 6.86421 -2.02143
H 3.65993 5.83148 -0.89615
H 1.87888 5.19946 -2.85657
H 3.04187 5.94856 -5.19283
H 5.46452 6.99537 -4.52264
N 0.32371 2.58832 7.32161
C 0.55574 1.81932 8.43217
C -0.29352 0.73639 8.38503
C -1.06061 0.85332 7.20133
C -0.65676 2.00428 6.56248
H 0.80179 3.45121 7.09689
H 1.30217 2.10858 9.15976
H -0.35318 -0.05321 9.12280
H -1.82484 0.17103 6.85217
H -0.98320 2.45715 5.63582
N 9.32220 3.29495 4.79626
C 8.20925 2.72682 5.35940
C 7.32965 2.41840 4.34580
C 7.93598 2.80888 3.12797
C 9.16674 3.34433 3.43534
H 10.13190 3.62519 5.30514
H 8.13799 2.59247 6.43042
H 6.35693 1.96044 4.47000
H 7.51992 2.70954 2.13373
H 9.94257 3.75635 2.80393
N -6.01632 0.63751 2.11457
C -7.12927 0.06939 2.67772
C -8.00887 -0.23903 1.66412
C -7.40253 0.15145 0.44629
C -6.17178 0.68690 0.75366
H -5.20662 0.96776 2.62345
H -7.20053 -0.06496 3.74874
H -8.98159 -0.69699 1.78832
H -7.81860 0.05211 -0.54795
H -5.39594 1.09892 0.12225
N 3.06232 -4.35745 4.48522
C 4.15164 -3.52578 4.46987
C 5.06225 -4.03365 3.57040
C 4.49977 -5.20983 3.01953
C 3.26343 -5.38441 3.59999
H 2.23856 -4.23247 5.05918
H 4.18616 -2.64701 5.09979
H 6.02688 -3.60283 3.33541
H 4.94801 -5.85918 2.27865
H 2.51215 -6.15018 3.46023
*
```

---

Below is 5 unconnected molecules or ions with the total composition C46H68N7O4P2 in a non-equilibrium geometry, with properties calculated with ωB97M-V/def2-TZVPD.

Results
**Molecular weight**: 845.0 g/mol
**E**: -3160.141483 hartree
**E_HOMO**: -0.4013 Ha

```
! wB97M-V def2-TZVPD RIJCOSX def2/J DEFGRID3
* xyz 1 1
C 5.42860 0.13092 5.36193
C 4.90772 -0.64280 4.57278
C 3.99183 -1.50279 3.61917
C 2.82307 -2.15675 4.49001
C 1.69359 -1.03049 4.71397
C 0.41164 -1.40088 3.89628
C -0.34773 -2.72869 4.06970
N -1.45957 -3.08958 3.39692
N -1.92614 -2.24443 2.48955
C -3.14410 -2.80142 1.78467
C -2.93471 -4.26110 1.21245
C -2.68086 -4.30553 -0.38596
C -1.09554 -4.47226 -0.66195
C -0.76367 -5.66611 -1.67221
C 0.54124 -6.49833 -1.29536
C 1.72206 -6.34388 -2.37679
C 2.49140 -4.96707 -2.22525
C 3.67291 -4.81709 -3.28096
C 4.97860 -5.67424 -2.88085
C 5.57712 -5.05001 -1.51934
C -1.46501 -0.98697 2.13431
C -2.08885 -0.00254 1.08238
C -1.20262 0.15400 -0.26896
P -1.57364 1.90433 -0.90487
O -0.89628 2.03287 -2.23712
O -3.23654 2.00960 -0.93745
C -3.75016 2.53990 -2.19911
C -4.23712 1.31760 -3.07640
O -1.04798 3.00158 0.25223
C -0.21297 4.04564 -0.31062
C 0.54630 4.71706 0.94262
C -0.19694 -0.47443 2.84787
P 0.56422 1.19448 2.42733
N 0.95752 2.08625 3.89784
O 2.01259 0.79380 1.58793
H 5.96919 0.89016 5.97031
H 3.58624 -0.82106 2.79974
H 4.63329 -2.29977 3.11804
H 2.34238 -2.97620 3.87281
H 3.22427 -2.52608 5.48299
H 2.08095 0.00723 4.52093
H 1.39143 -1.07205 5.81255
H 0.05912 -3.43305 4.85927
H -3.96125 -2.85257 2.56815
H -3.50738 -2.15432 0.94667
H -2.10076 -4.85636 1.67585
H -3.88909 -4.85666 1.40429
H -3.07912 -3.33484 -0.80481
H -3.21809 -5.22604 -0.76081
H -0.50030 -4.54807 0.30337
H -0.78449 -3.50939 -1.18042
H -0.72878 -5.23895 -2.72270
H -1.64769 -6.37633 -1.63549
H 0.25629 -7.59443 -1.30910
H 0.93947 -6.27747 -0.25214
H 1.32215 -6.48237 -3.43559
H 2.40912 -7.23453 -2.19806
H 2.88589 -4.87867 -1.16638
H 1.74685 -4.13460 -2.44636
H 4.01809 -3.74581 -3.36570
H 3.30617 -5.25336 -4.26261
H 4.72466 -6.76902 -2.71402
H 5.74473 -5.61607 -3.70692
H 5.28877 -5.76621 -0.68102
H 6.70494 -4.95362 -1.54812
H 5.07063 -4.04826 -1.37652
H -3.16685 -0.18898 0.82030
H -2.06248 1.03398 1.56099
H -1.47366 -0.60496 -1.05667
H -0.10065 0.01716 -0.03906
H -4.68557 3.13131 -1.93299
H -3.06795 3.26367 -2.72625
H -5.06014 0.78615 -2.48975
H -4.62633 1.65949 -4.09028
H -3.42306 0.54361 -3.22486
H -0.83201 4.89002 -0.76033
H 0.59773 3.67836 -1.00060
H -0.05380 4.59179 1.89908
H 1.52524 4.15861 1.10208
H 0.75323 5.81530 0.78616
H 0.74136 3.06532 3.63746
H 1.99334 2.05480 3.95393
H 1.86143 1.08180 0.65899
N -2.57103 5.04714 5.35359
C -3.42136 6.08202 5.34263
C -3.99786 6.59486 4.19006
C -3.67309 6.00561 2.97901
C -2.79400 4.93450 2.96284
C -2.27555 4.49546 4.17033
H -3.64106 6.51031 6.31474
H -4.68153 7.43258 4.24032
H -4.10156 6.37779 2.05496
H -2.51784 4.45045 2.03361
H -1.58560 3.65714 4.21041
N 7.85012 -6.87826 -3.98524
C 8.36464 -6.88295 -5.22203
C 8.88795 -8.00972 -5.83597
C 8.88353 -9.20234 -5.13006
C 8.35835 -9.22436 -3.84741
C 7.85592 -8.04339 -3.32518
H 8.34880 -5.92579 -5.73303
H 9.28874 -7.95494 -6.83996
H 9.28499 -10.10571 -5.57491
H 8.33864 -10.13733 -3.26619
H 7.43106 -8.01108 -2.32669
N -6.12774 4.36522 -3.35885
C -6.45994 5.60692 -2.98005
C -7.73946 6.12824 -3.08135
C -8.73600 5.32194 -3.60859
C -8.41901 4.03362 -4.00997
C -7.10960 3.60559 -3.86344
H -5.64594 6.20078 -2.57698
H -7.95050 7.13894 -2.75665
H -9.74958 5.69366 -3.70553
H -9.17114 3.37614 -4.42651
H -6.81394 2.60435 -4.15991
N -0.96006 10.84448 2.36951
C -1.47108 9.63348 2.11730
C -1.02173 8.80280 1.10276
C 0.01455 9.25158 0.29839
C 0.55976 10.50305 0.53782
C 0.04076 11.25477 1.58047
H -2.28174 9.32823 2.77122
H -1.47159 7.82998 0.94602
H 0.39365 8.63208 -0.50699
H 1.36922 10.88673 -0.06977
H 0.43638 12.23876 1.80956
*
```

---

Q: Look up the molecular weight of the third one.
A: 845.0 g/mol